A cluster of 2 separate species, CH8N4P in total. Source: the OMol25 dataset; level of theory: ωB97M-V with the def2-TZVPD basis set.

Structure (ORCA input):
```
! wB97M-V def2-TZVPD RIJCOSX def2/J DEFGRID3
* xyz 1 1
P 2.6317 0.6512 -0.0129
N 3.2789 -0.8010 0.2494
N -2.5612 -0.4922 0.1569
N -0.2766 -0.2818 -0.2619
N -1.5335 1.5724 0.1903
C -1.4255 0.2337 0.0115
H 2.3459 0.4544 -1.3776
H -0.2633 -1.2934 -0.3199
H -3.4403 -0.0575 0.3735
H -2.4490 1.9886 0.1943
H -2.5195 -1.4968 0.1681
H 3.3414 -1.5600 -0.4193
H -0.7684 2.1467 -0.1118
H 3.6394 -1.0642 1.1594
*
```

Output
E_HOMO, eV: -12.67
Calculated total energy, eV: -16409.1965
HOMO-LUMO gap, eV: 6.93